# 1
ORCA calculation (ωB97M-V with the def2-TZVPD basis set) on the molecule C5H6N2 at a distorted geometry.

CARTESIAN COORDINATES (ANGSTROEM)
C -0.93503 1.64429 0.01604
N 1.06398 -0.76964 -1.63192
C -0.45440 -0.47512 0.82679
C 0.58257 -1.13313 1.33335
N -1.36038 2.71763 0.36186
C -0.33897 0.51373 -0.28936
C 0.51133 0.41502 -1.45807
H -2.23045 3.11783 0.04025
H 1.00428 -1.54574 -0.96899
H 1.56890 -0.94187 -2.48779
H -1.46474 -0.72893 1.13978
H 1.60320 -0.84056 1.12139
H 0.44972 -1.97352 1.99668

Calculated values
Kohn-Sham gap   9.0 eV
Energy relative to the best compared isomer or geometry (same formula, charge and spin)   83.9 kcal per mole
Energy   -8258.720 eV
Net charge   0
LUMO   1.026 eV

=====

# 2
ORCA calculation (ωB97M-V with the def2-TZVPD basis set) on the molecule C5H6N2 at a distorted geometry.

CARTESIAN COORDINATES (ANGSTROEM)
C -1.94409 -0.01935 -0.06553
C -0.41242 -0.08965 0.00701
C 0.26565 1.16747 0.06664
N 1.62795 1.18864 0.00030
C 2.22686 0.03392 -0.05906
N 1.73912 -1.16785 -0.03327
C 0.38652 -1.19260 0.04335
H -2.30383 0.74260 -0.83607
H -2.24952 -0.97073 -0.46482
H -2.38145 0.10923 0.98441
H -0.19311 2.16865 0.16030
H 3.34794 0.14302 -0.12887
H -0.10963 -2.11334 0.32563

Calculated values
Kohn-Sham gap   10.4 eV
Energy relative to the best compared isomer or geometry (same formula, charge and spin)   13.7 kcal per mole
Energy   -8261.765 eV
Net charge   0
LUMO   0.537 eV